{"formula": "C2H12O3", "method": "ωB97M-V with the def2-TZVPD basis set", "e_lumo_ev": 0.38, "e_tot_ev": -8410.9720, "homo_energy_ev": -11.07, "e_above_lowest_kj_mol": 33.27, "orbital_gap_ev": 11.5, "elements": ["C", "C", "H", "H", "H", "H", "H", "H", "H", "H", "O", "H", "H", "O", "H", "H", "O"], "positions_angstrom": [[1.98552, -0.61098, -0.75438], [1.27064, -0.77668, 0.62106], [2.90270, -0.05981, -0.56937], [1.33005, -0.15570, -1.48573], [2.31624, -1.58878, -1.10798], [1.94731, -0.50699, 1.42900], [0.41192, -0.10771, 0.67299], [0.87412, -1.77842, 0.74268], [-0.42049, -0.15315, -2.49704], [-0.86650, 0.96448, -1.48790], [-0.73775, 0.75018, -2.42483], [-2.71866, 1.65621, -0.02535], [-1.61907, 2.53306, 0.53021], [-1.75714, 1.67300, 0.10223], [-1.99958, -0.11230, 1.61027], [-1.28255, -1.29455, 2.19891], [-1.63677, -0.43186, 2.44521]], "forces_ev_per_a": [[0.064, -0.826, 1.197], [-0.091, 0.508, -0.887], [-0.074, 0.451, -0.476], [0.324, 0.227, -0.124], [-0.099, 0.020, -0.191], [-0.118, -0.272, 0.149], [0.065, 0.121, 0.152], [0.122, -0.245, 0.206], [-0.083, 0.023, 0.202], [0.021, -0.189, -0.147], [-0.101, 0.196, -0.176], [0.287, -0.086, -0.172], [0.222, -0.350, -0.104], [-0.591, 0.378, 0.300], [0.125, 0.274, 0.086], [0.052, 0.054, 0.217], [-0.125, -0.281, -0.234]]}